Record 1
32
Properties=species:S:1:pos:R:3:forces:R:3:mulliken_charge:R:1 method="wB97M-V/def2-TZVPD" largest_force_ha_per_bohr=0.0258 smiles="C=CCNc1nc(Cl)nc(Nc2ccc([N+](=O)[O-])cc2)n1" e_lumo_ev=-0.411 gap_ev=8.6 e_homo_ev=-8.97 e_tot_ha=-1403.04355
C 1.37132 -0.03842 4.93948 -0.06 0.02 0.11 -0.73
C 2.39731 -0.67139 4.40537 0.11 0.04 -0.20 0.04
C 3.07818 -0.24687 3.13507 0.01 0.19 0.20 -0.62
N 3.06660 -1.30672 2.15190 0.34 -0.16 0.25 -0.15
C 2.20767 -1.37328 1.13629 -0.46 0.06 -0.66 0.56
N 1.40036 -0.34312 0.87922 0.11 0.20 0.34 -0.45
C 0.60259 -0.49123 -0.17500 0.42 -0.55 0.16 0.37
N 0.56767 -1.57129 -0.95812 -0.31 0.19 -0.26 -0.30
C 1.41120 -2.52204 -0.60565 0.15 0.62 0.63 0.19
N 2.24361 -2.50461 0.40202 0.20 -0.39 0.00 -0.63
Cl 1.40425 -3.92174 -1.57391 0.00 -0.51 -0.35 -0.16
N -0.20980 0.56826 -0.41589 0.18 0.36 0.45 -0.08
C -1.15896 0.77902 -1.39497 -0.46 0.01 -0.54 0.67
C -1.84444 2.00132 -1.37448 0.12 -0.22 -0.01 -0.78
C -2.80519 2.28079 -2.31762 -0.19 -0.09 -0.28 -0.40
C -3.09489 1.33658 -3.29898 0.93 -0.30 0.90 -0.19
C -2.42055 0.11955 -3.33065 -0.34 0.37 -0.15 -0.51
C -1.45792 -0.16058 -2.38621 0.08 -0.01 0.08 -0.31
H -0.92777 -1.09725 -2.39774 -0.08 0.03 -0.08 0.59
H -2.66412 -0.59446 -4.10228 0.01 -0.03 -0.01 0.47
N -4.09704 1.62422 -4.28264 -0.43 0.13 -0.41 0.99
O -4.65971 2.69941 -4.21876 -0.15 0.20 -0.04 -0.63
O -4.32668 0.77791 -5.12251 -0.08 -0.13 -0.19 -0.62
H -3.34092 3.21751 -2.31376 0.00 0.02 0.02 0.48
H -1.61413 2.72856 -0.60973 0.02 0.09 0.08 0.35
H -0.07859 1.31715 0.25313 0.00 -0.18 -0.12 0.20
H 3.59616 -2.14690 2.33038 -0.06 0.06 -0.12 0.27
H 4.12138 0.01671 3.34328 -0.12 0.05 -0.08 0.27
H 2.56694 0.60940 2.69447 0.16 -0.02 0.11 0.36
H 2.80035 -1.56252 4.86853 0.00 -0.12 0.14 0.27
H 0.90817 -0.37136 5.85232 -0.06 -0.11 0.18 0.26
H 0.95696 0.84739 4.48743 -0.06 0.19 -0.16 0.24

---

Record 2
9
Properties=species:S:1:pos:R:3:forces:R:3:mulliken_charge:R:1 method="wB97M-V/def2-TZVPD" largest_force_ha_per_bohr=0.0891 e_above_lowest_ev=3.330 smiles="[S-]N1N=NCN1" e_lumo_ev=4.181 gap_ev=6.5 e_homo_ev=-2.32 total_charge=-1 e_tot_ha=-657.00526
C -1.00932 -0.22290 0.03954 0.61 1.53 -3.10 -0.48
N 1.19548 0.05878 0.09324 3.02 -1.05 3.28 0.28
N -0.35178 0.41298 -1.25112 -2.40 -0.23 -0.99 -0.42
N 0.05690 -0.22989 1.00256 -1.47 2.18 -0.86 -0.40
N 0.84826 0.47755 -1.04553 0.41 0.33 -1.54 -0.20
S 2.66165 -0.88229 0.23751 0.16 -0.07 0.25 -0.69
H -1.59127 0.66202 0.07972 -1.83 0.12 1.30 0.24
H -1.53828 -1.03157 -0.36347 -0.57 -1.82 0.16 0.33
H -0.27162 0.75530 1.20755 2.07 -0.99 1.50 0.34

---

Record 3
34
Properties=species:S:1:pos:R:3:forces:R:3:mulliken_charge:R:1 method="wB97M-V/def2-TZVPD" largest_force_ha_per_bohr=0.0973 e_above_lowest_ev=7.170 e_lumo_ev=3.995 gap_ev=4.9 e_homo_ev=-0.90 total_charge=-2 e_tot_ha=-3167.88982
Zn -0.91799 -1.27880 -0.11686 -3.12 -0.42 -1.01 1.29
S -1.75627 -4.31300 1.53183 -0.89 -0.91 0.77 1.16
O -2.41000 -3.02215 1.52925 -3.22 3.29 1.59 -0.76
O -1.39640 -4.83635 2.87347 0.74 0.85 -0.13 -0.73
O -2.56564 -5.34490 0.89735 -0.25 -0.57 -0.91 -0.72
O -0.62528 -3.86697 0.69925 4.51 -0.34 -2.14 -0.76
O -2.34578 -1.16208 -2.41033 -0.84 1.28 0.39 -0.77
C -2.91024 0.13760 -2.78052 2.62 -1.78 1.62 -0.37
C -3.18816 1.04902 -1.50146 1.62 -0.31 0.87 -0.47
O -2.19810 1.11310 -0.46624 -0.20 -1.25 -0.83 -0.73
H -3.80304 0.13486 -3.40581 -0.77 -0.65 0.33 0.27
H -2.14633 0.46498 -3.48577 0.30 1.29 0.09 0.19
H -4.15998 0.73609 -1.11971 -0.21 -0.58 0.34 0.22
H -3.36129 2.09080 -1.77131 0.14 0.40 -0.74 0.28
C 0.36567 0.54829 3.70217 -0.30 1.57 -1.88 -0.49
C 1.03223 1.80957 3.21483 1.95 1.12 2.24 -0.40
O 0.26359 2.81425 2.64931 -0.93 -0.29 -0.56 -0.53
O 0.57250 -0.34378 2.62566 0.20 -1.30 0.78 -0.42
H -0.69509 0.79484 3.74804 -0.28 -0.31 0.63 0.32
H 0.79156 0.31205 4.67732 -0.09 -0.72 -0.17 0.36
H 1.91803 1.59182 2.61814 -0.10 -0.43 -0.38 0.24
H 1.44832 2.26579 4.11307 0.22 0.34 0.27 0.29
H -0.35052 2.31293 2.10787 -0.58 0.47 -0.74 0.34
H 0.63840 -1.20873 3.03690 -0.30 -0.67 -0.56 0.26
C 2.96136 0.23529 -1.54381 -1.22 2.42 -0.34 -0.45
C 2.77594 1.53174 -2.44746 2.37 -0.61 1.65 -0.34
O 2.66469 1.13756 -3.75696 -0.76 -0.38 -2.25 -0.53
O 1.66823 -0.32883 -1.58704 0.58 -1.02 0.72 -0.46
H 3.30780 0.51475 -0.54884 -0.74 0.01 0.34 0.30
H 3.74697 -0.44146 -1.87987 0.05 -0.04 -0.69 0.27
H 3.66287 2.15010 -2.30933 0.36 0.37 0.00 0.31
H 1.92525 2.18349 -2.24831 -0.22 -0.68 0.56 0.24
H 3.48050 0.79967 -4.13363 0.12 0.03 0.35 0.31
H 1.60618 -0.58160 -2.51108 -0.77 -0.20 -0.20 0.30